Formula: C16H56O12
Source: OMol25
Level of theory: wB97M-V/def2-TZVPD

Geometry as XYZ:
```
84
Properties=species:S:1:pos:R:3:mulliken_charge:R:1
C -0.4131 -1.2637 -3.3868 -0.530
C 0.0632 -0.6078 -4.6350 -0.260
O 1.4308 -0.6975 -4.7889 -0.493
H -0.1697 -2.3252 -3.4338 0.419
H -1.4925 -1.1470 -3.2893 0.248
H 0.0095 -0.8525 -2.4701 -0.079
H -0.1798 0.4517 -4.7154 0.137
H -0.4208 -1.0934 -5.4824 0.371
H 1.8122 -0.5710 -3.9171 0.418
C -4.3088 -0.2690 1.1626 -0.705
C -4.6466 -0.1262 -0.3431 -0.566
O -3.4956 -0.4363 -1.0998 -0.611
H -5.2151 -0.2073 1.7649 0.499
H -3.5807 0.4832 1.4666 -0.005
H -3.8801 -1.2286 1.4515 0.309
H -5.0724 0.8587 -0.5347 0.306
H -5.3810 -0.8536 -0.6890 0.365
H -2.7363 -0.0271 -0.6783 0.473
C -1.0247 -4.4628 0.6273 -1.243
C -1.6172 -3.0730 0.3228 0.890
O -2.6391 -3.1034 -0.6341 -0.628
H -1.8585 -5.1451 0.7925 0.356
H -0.3107 -4.4717 1.4509 0.226
H -0.4213 -4.7251 -0.2417 0.343
H -0.8828 -2.3593 -0.0505 -0.227
H -1.9471 -2.5939 1.2446 -0.057
H -2.9804 -2.2139 -0.7519 0.378
C 4.9758 -0.4205 -3.7012 -1.385
C 4.2694 0.0065 -2.4054 0.224
O 2.9051 -0.1828 -2.4866 -0.382
H 5.0671 -1.4898 -3.8916 0.325
H 5.9942 -0.0338 -3.7382 0.386
H 4.4949 -0.1034 -4.6265 0.327
H 4.3927 1.0633 -2.1686 0.072
H 4.6452 -0.6005 -1.5818 0.224
H 2.6311 -0.3487 -1.5817 0.066
C 2.9122 3.0389 -0.0077 -0.379
C 3.0535 4.4260 0.5357 -0.459
O 2.5304 4.4159 1.8269 -0.524
H 3.4292 2.9976 -0.9664 0.215
H 1.8803 2.7467 -0.2022 0.022
H 3.2965 2.2499 0.6387 0.227
H 2.4901 5.0693 -0.1403 0.326
H 4.0748 4.7918 0.6412 0.286
H 3.0389 3.7993 2.3586 0.294
C -1.9815 3.1336 -4.5027 -1.398
C -2.0730 2.2716 -3.2080 0.574
O -3.1569 1.3261 -3.3760 -0.584
H -1.6992 2.5564 -5.3832 0.322
H -1.1937 3.8859 -4.4641 0.356
H -2.9619 3.5826 -4.6620 0.364
H -2.2166 2.7880 -2.2589 0.136
H -1.1168 1.7561 -3.1189 -0.079
H -3.0641 0.7230 -2.6350 0.321
C 1.7648 -2.6065 3.3215 -0.454
C 1.3678 -2.3931 4.8216 -0.413
O 2.5503 -2.6888 5.5420 -0.537
H 0.9992 -2.1644 2.6839 -0.064
H 1.7781 -3.6601 3.0427 0.445
H 2.7356 -2.1776 3.0729 0.099
H 0.5382 -3.0355 5.1167 0.383
H 1.0332 -1.3941 5.1012 0.243
H 2.2504 -2.6178 6.4512 0.299
C -0.3473 0.0732 0.6137 -0.500
O -1.2721 0.7093 -0.2302 0.039
H 0.3301 -0.5500 0.0298 0.090
H 0.3015 0.7908 1.1159 0.307
H -0.9761 -0.4850 1.3073 -0.115
H -1.4222 1.5674 0.1732 0.012
C -2.4080 -0.2606 4.5964 -0.397
O -3.6118 -0.8157 4.2930 -0.499
H -1.6668 -0.9683 4.9676 0.044
H -1.9683 0.2807 3.7587 0.109
H -2.5736 0.4255 5.4270 0.417
H -4.0972 -0.0349 4.0166 0.311
O -2.4072 2.9853 1.0950 -0.558
H -1.6761 3.4633 1.4865 0.264
H -3.0432 3.6637 0.8678 0.260
O 3.1919 -0.5297 0.7044 -0.460
H 3.6377 -1.3315 0.9773 0.296
H 2.8725 -0.1432 1.5198 0.240
O 2.3156 0.6403 3.0271 -0.522
H 1.6748 1.3121 3.2603 0.239
H 2.8694 0.5571 3.8033 0.210
```

The HOMO-LUMO gap comes out at 8.52 eV. The value obtained for the LUMO energy is -0.0185 hartree. Its energy above the lowest of the compared OMol25 structures with the same formula, charge and spin is 0.649 eV. The charge is 0. Its SMILES is CCO.CCO.CCO.CCO.CCO.CCO.CCO.CO.CO.O.O.O.